[1]
Computed, not measured: a structure of composition C34H38BrF5HgI2NO3Sb2 at a distorted geometry, with the ωB97M-V functional and the def2-TZVPD basis.

The molar mass comes out at 1381.494 g/mol. The highest occupied orbital energy (spin up / spin down) comes out at -2.18 / -2.19 eV. For the HOMO-LUMO gap (spin up / spin down), the calculation gives 5.97 / 5.22 eV. For the relative energy (zero: lowest compared OMol25 entry of this formula, charge and spin), the calculation gives 133.95 kJ/mol. The multiplicity is 2. The expectation value of S² is 0.7680. The net charge is -2. Its total energy is -5901.57795 a.u.

The geometry in XYZ format:
```
87
Properties=species:S:1:pos:R:3:mulliken_charge:R:1
Hg 0.18704 -0.09562 0.72992 1.8087
C -0.59684 -2.83393 2.50084 0.7223
C -1.31577 -3.43038 1.50919 0.5668
C -0.37925 -3.97129 0.53755 0.9594
C 0.92819 -3.68582 0.95939 0.7779
C 0.83149 -2.96504 2.14690 0.2154
C 1.97675 -2.54716 2.99960 -1.6195
C 2.21609 -4.10446 0.31200 -1.5850
C -0.80440 -4.70148 -0.68683 -1.6834
C -2.80421 -3.54392 1.39937 -1.5893
C -1.11932 -2.31343 3.80179 -1.6935
H 2.28721 -3.37343 3.65054 0.3080
H 1.72181 -1.69842 3.63477 0.3766
H 2.83425 -2.26958 2.38446 0.3596
H 2.69472 -4.91346 0.87460 0.4413
H 2.91763 -3.26944 0.27530 0.2535
H 2.06024 -4.44787 -0.71046 0.2873
H -1.45768 -5.54083 -0.42885 0.4498
H 0.04607 -5.08069 -1.25126 0.3777
H -1.37612 -4.03527 -1.33908 0.2119
H -3.14212 -4.57016 1.58274 0.3058
H -3.14444 -3.25918 0.40113 0.2396
H -3.29429 -2.89341 2.12269 0.3803
H -1.36730 -3.14625 4.46960 0.3060
H -2.02611 -1.72456 3.66142 0.4329
H -0.39197 -1.68388 4.30967 0.3350
C -4.22469 -0.10201 -0.06287 -1.5306
Sb -2.64900 1.38494 -0.46086 0.1163
C -3.75502 2.84363 0.68292 -1.2691
C -3.58837 1.83625 -2.40119 -1.7464
C -3.10359 3.10997 -2.99359 1.0244
C -3.65187 4.31395 -2.54874 -0.3865
C -3.18414 5.53977 -2.98637 -0.7247
C -2.15035 5.58173 -3.91146 -0.6979
C -1.63203 4.39466 -4.40081 -0.6068
C -2.08920 3.14934 -3.96347 1.0968
C -1.48930 1.91487 -4.54229 -1.9249
Sb 0.09679 1.01648 -3.27529 0.5197
C 1.04585 0.10177 -5.02301 -1.4857
C 1.31434 2.78824 -3.45737 -1.4045
H -5.21497 0.32730 -0.23235 0.4580
H -4.16021 -0.43807 0.97360 0.3277
H -4.10059 -0.97061 -0.71395 0.3976
H -4.78336 2.87478 0.31716 0.3652
H -3.27816 3.81222 0.55518 0.2509
H -3.74932 2.56563 1.73630 0.4273
H -4.65686 1.87140 -2.18216 0.6789
H -3.38462 0.96627 -3.02517 0.3400
H -4.46281 4.28008 -1.82999 0.2621
H -3.61435 6.45632 -2.60119 0.3843
H -1.75126 6.53120 -4.24797 0.3702
H -0.84985 4.42579 -5.15192 0.3011
H -1.01181 2.12872 -5.49906 0.5642
H -2.22701 1.12470 -4.69129 0.6462
H 1.06511 0.78295 -5.87535 0.5560
H 0.51723 -0.80933 -5.30855 0.3575
H 2.07007 -0.16978 -4.76052 0.3517
H 1.47924 3.01783 -4.51063 0.5219
H 2.26842 2.63760 -2.95397 0.4020
H 0.78894 3.61512 -2.97979 0.2534
I -0.54284 1.19833 2.89987 -0.3913
I -1.42075 2.62542 5.52508 -0.7460
Br 1.38207 8.51724 0.35086 -0.2470
C 1.78822 6.66402 0.16930 -0.0008
C 3.10704 6.25360 0.25916 -0.1750
N 3.45870 4.97992 0.12211 -0.6915
C 2.49829 4.08515 -0.10591 -0.3108
C 1.14995 4.41455 -0.20194 0.3920
C 0.78510 5.74416 -0.06158 -0.2096
C 0.10015 3.35011 -0.48342 -0.4485
O -1.08031 3.73564 -0.61742 -0.8342
O 0.52007 2.17368 -0.58040 -0.5778
H 3.90109 6.96792 0.44641 0.3526
H 2.79951 3.05103 -0.22072 0.8036
H -0.25925 6.01626 -0.13705 0.5351
F 2.60687 -3.79805 -5.01475 -0.4073
C 2.50092 -3.01835 -3.91539 0.6723
C 1.27703 -2.80478 -3.30720 -0.3588
F 0.17605 -3.38307 -3.82319 -0.4463
C 1.18161 -2.00793 -2.18841 0.3467
F -0.04470 -1.81305 -1.64793 -0.1264
C 2.28996 -1.36893 -1.57102 0.8821
O 2.20750 -0.67471 -0.51140 -1.0000
C 3.51580 -1.60990 -2.25134 0.2880
F 4.64015 -1.04419 -1.77017 -0.3938
C 3.61666 -2.39679 -3.37807 0.3333
F 4.81184 -2.58053 -3.96991 -0.3824
```


[2]
Computed, not measured: the molecule C4H9NO, with the ωB97M-V functional and the def2-TZVPD basis.

The molar mass comes out at 87.122 g/mol. The highest occupied orbital energy comes out at -8.80 eV. For the HOMO-LUMO gap, the calculation gives 9.77 eV. For the relative energy (zero: lowest compared OMol25 entry of this formula, charge and spin), the calculation gives 173.52 kJ/mol. Its total energy is -287.76636 a.u.

The geometry in XYZ format:
```
15
Properties=species:S:1:pos:R:3:mulliken_charge:R:1
C -1.43535 -0.67604 0.25821 -1.0746
N -0.27563 0.18811 0.18593 0.0219
C -0.57943 1.46925 -0.42085 -1.0487
C 0.91292 -0.45489 -0.35828 -0.6514
C 1.93586 -0.61323 0.75236 0.0701
O 3.10253 -0.31979 0.65961 -0.4797
H -1.84765 -0.93229 -0.73614 0.3661
H -2.22502 -0.18507 0.83679 0.3299
H -1.17761 -1.60711 0.77287 0.3312
H -1.34272 1.98296 0.17393 0.3116
H 0.31531 2.09896 -0.43186 0.3614
H -0.95490 1.38244 -1.45788 0.3638
H 1.37215 0.12669 -1.16607 0.3784
H 0.68553 -1.45216 -0.76924 0.4057
H 1.51402 -1.00783 1.70062 0.3143
```


[3]
Computed, not measured: a structure of composition C35H60Cl3F2MnN4O4PS2Si at a distorted geometry, with the ωB97M-V functional and the def2-TZVPD basis.

The molar mass comes out at 923.376 g/mol. The highest occupied orbital energy (spin up / spin down) comes out at -7.71 / -8.28 eV. For the HOMO-LUMO gap (spin up / spin down), the calculation gives 8.12 / 8.69 eV. For the relative energy (zero: lowest compared OMol25 entry of this formula, charge and spin), the calculation gives 66.66 kJ/mol. The multiplicity is 6. The expectation value of S² is 8.7592. Its total energy is -6048.26864 a.u.

The geometry in XYZ format:
```
113
Properties=species:S:1:pos:R:3:mulliken_charge:R:1
Mn 0.71923 -0.75897 1.25635 0.9930
C -2.33132 -4.06189 -3.12613 -1.5925
C -1.01710 -3.42013 -2.57909 1.8862
C -0.10680 -4.60852 -2.12044 -1.7340
C -0.38507 -2.42696 -3.57721 -1.3215
O -1.26695 -2.65291 -1.40968 0.1631
Si -1.76457 -3.00382 0.17259 -1.7123
S -1.78295 -1.18780 1.18775 0.1139
O -3.21340 -3.82841 0.23858 -0.2130
C -4.63587 -3.44440 0.22022 1.7074
C -4.86150 -2.12630 -0.60783 -1.0194
C -5.46289 -4.61902 -0.35397 -1.8694
C -5.11373 -3.18280 1.63546 -1.5928
O -0.58827 -3.91816 0.76753 0.3670
C -0.34528 -4.81855 1.86364 1.4573
C -0.22239 -6.25374 1.32705 -1.7199
C 0.96297 -4.34739 2.42834 -1.1413
C -1.50306 -4.69611 2.89766 -1.0211
H -2.05464 -4.50316 -4.03205 0.5703
H -3.06754 -3.33794 -3.44939 0.3166
H -2.77762 -4.72306 -2.36422 0.2073
H 0.30691 -5.06830 -3.03489 0.5719
H -0.70357 -5.37467 -1.68432 0.3866
H 0.66617 -4.22331 -1.51284 0.2863
H 0.16705 -2.94572 -4.33624 0.4393
H 0.30387 -1.77051 -3.02789 0.1016
H -1.09354 -1.78390 -4.13885 0.3092
H -4.26886 -2.14975 -1.55580 0.0283
H -4.40106 -1.32766 0.03092 0.1848
H -5.87735 -1.93079 -0.89568 0.5629
H -5.35684 -4.78180 -1.42655 0.3804
H -6.52279 -4.54383 -0.10575 0.3929
H -5.03130 -5.49173 0.04042 0.4482
H -4.50158 -2.46571 2.13927 0.1845
H -5.20879 -4.09161 2.23224 0.3967
H -6.15956 -2.83738 1.67295 0.4496
H 0.27824 -6.32370 0.35356 0.2556
H -1.21353 -6.57755 0.98908 0.3578
H 0.06307 -6.89645 2.14016 0.4322
H 1.71274 -4.20295 1.62292 0.2476
H 1.36077 -5.06103 3.16427 0.5102
H 0.83376 -3.37664 3.02084 -0.0939
H -2.42215 -5.17828 2.42074 0.1222
H -1.65711 -3.60100 3.01639 0.0861
H -1.29967 -5.25823 3.84848 0.4333
F 3.05045 -0.17067 2.54739 -0.2931
C 2.61383 -1.42694 2.06632 -0.3446
F 3.62575 -1.82579 1.14704 -0.3188
H 2.77812 -2.06822 2.95794 0.3569
N -2.67760 1.07711 -2.90876 -0.7644
N -2.40614 1.24891 -1.44122 -0.1858
H -2.75222 0.01977 -3.07206 0.2866
H -1.78234 1.32984 -3.33135 0.3404
H -2.11006 0.36213 -1.01701 -0.0102
H -3.36772 1.52762 -1.12416 0.2838
C -0.20699 0.66639 5.75526 -1.3598
C -0.01839 0.02744 4.34626 -0.1268
P 0.01070 1.09295 2.87748 0.4289
C 1.18835 2.50936 3.29855 -1.1902
C 1.78453 2.94806 2.00131 -0.5587
C -1.67923 1.71882 2.77649 -0.3974
C -1.75010 2.90993 1.79982 -1.0309
H -0.51162 -0.10365 6.45178 0.4401
H -1.04417 1.38763 5.75776 0.2749
H 0.73133 1.10970 6.12048 0.3009
H -0.78078 -0.73725 4.11695 0.1943
H 0.91368 -0.59155 4.33613 0.2449
H 1.90033 2.12074 4.03950 0.4460
H 0.61587 3.25983 3.81641 0.5089
H 2.35394 2.03314 1.60365 0.1182
H 2.46909 3.79031 2.08330 0.5941
H 1.05224 3.10779 1.27253 0.0550
H -2.05707 2.02004 3.77650 0.5237
H -2.16945 0.81473 2.42794 0.1346
H -1.25880 2.57949 0.83475 -0.0672
H -1.16666 3.70946 2.17077 0.3309
H -2.76043 3.17768 1.64181 0.5435
Cl 8.00089 2.44864 -1.25721 -0.2160
C 6.34688 2.91726 -1.57506 0.2271
C 5.39925 2.96816 -0.54510 -0.8866
C 4.09109 3.28153 -0.90087 1.0902
C 3.67989 3.71526 -2.12046 -0.7829
C 2.15607 3.88520 -2.40434 0.9723
C 1.48271 2.73949 -3.16669 -2.1925
N 1.63294 1.46745 -2.40984 0.6201
C 2.66744 0.56245 -2.44674 -0.9108
C 2.41070 -0.39534 -1.47052 -1.0926
N 1.20694 0.01997 -0.84093 0.8644
C 0.78480 1.13925 -1.39574 -0.4409
O 1.78006 5.01466 -3.19901 -0.4929
C 2.29240 6.29723 -2.71085 -1.0393
C 1.52176 6.50450 -1.46358 0.1678
C 2.07473 6.67388 -0.25416 0.6463
Cl 3.71935 6.72716 0.21805 -0.1907
S 0.88710 6.81372 0.99555 -0.1692
C -0.36766 6.64443 -0.13827 -0.2947
C 0.11552 6.52305 -1.41641 -0.8364
C 4.65831 3.69327 -3.09958 1.2862
Cl 4.31863 4.03383 -4.73416 -0.1967
C 6.00262 3.34427 -2.85538 -1.0592
H 5.73438 2.71447 0.46710 0.4449
H 3.23665 3.28325 -0.11821 -0.2989
H 1.66339 3.98098 -1.40212 0.0232
H 1.93304 2.55650 -4.10485 0.4126
H 0.45385 3.01757 -3.18558 0.4800
H 3.43814 0.66690 -3.15728 0.6997
H 2.98210 -1.21426 -0.99808 0.3940
H -0.12475 1.74327 -1.25078 0.1921
H 1.93418 7.06999 -3.36880 0.4971
H 3.29190 6.37416 -2.57357 0.5640
H -1.34822 6.62525 0.23530 0.5226
H -0.57811 6.39301 -2.23905 0.4181
H 6.77635 3.32737 -3.59099 0.4995
```


[4]
Computed, not measured: a structure of composition C8H23BrO4Si2 at a distorted geometry, with the ωB97M-V functional and the def2-TZVPD basis.

The molar mass comes out at 319.344 g/mol. The highest occupied orbital energy comes out at -10.21 eV. For the HOMO-LUMO gap, the calculation gives 10.71 eV. Its total energy is -3772.62073 a.u.

The geometry in XYZ format:
```
38
Properties=species:S:1:pos:R:3:mulliken_charge:R:1
O -2.43086 -3.94035 3.52611 -0.3922
C -1.97035 -3.01983 3.03747 0.3408
Br -1.65948 -2.90649 1.08326 -0.2226
C -1.49970 -1.77553 3.78352 -0.4411
Si -2.73718 -0.37225 3.39919 0.4625
O -4.07673 -0.64414 4.39931 -0.2505
Si -5.34858 -1.44151 3.62102 0.4958
H -0.50425 -1.56110 3.37645 0.2570
H -1.48401 -1.93936 4.86296 0.3572
H -3.23147 -0.42059 2.01758 -0.0905
H -2.05885 0.88967 3.72958 -0.1600
H -6.39032 -0.47276 3.22545 -0.1374
H -4.88370 -2.18556 2.43354 -0.1094
H -6.00057 -2.41151 4.52390 -0.1287
C 2.61013 0.00863 -0.46469 -1.2940
C 2.05482 -0.64049 0.79285 0.4315
C 1.87392 -2.13901 0.61000 -1.1629
O 0.79735 -0.04615 1.12872 -0.4845
H 1.92619 -0.12976 -1.30734 0.2590
H 2.72566 1.08383 -0.32255 0.3152
H 3.57999 -0.41304 -0.73259 0.4011
H 2.72834 -0.45148 1.63039 0.2864
H 1.16515 -2.34875 -0.19506 0.2604
H 1.46589 -2.58603 1.51752 0.2520
H 2.82090 -2.62865 0.37551 0.4066
H 0.19085 -0.20746 0.39626 0.3422
C 1.36198 1.64180 -4.86435 -1.2697
C 1.71000 2.52767 -3.67756 0.5404
C 1.44198 3.99309 -3.98477 -1.3981
O 3.08329 2.35175 -3.33285 -0.5338
H 1.97231 1.90317 -5.73342 0.3274
H 1.56626 0.59514 -4.63331 0.3219
H 0.30968 1.73992 -5.13693 0.3735
H 1.12489 2.22253 -2.80817 0.2522
H 2.05486 4.32952 -4.82585 0.3470
H 1.70312 4.61701 -3.12893 0.3418
H 0.39206 4.16059 -4.23130 0.3677
H 3.61639 2.61749 -4.09096 0.3356
```


Q: The highest total energy belongs to which entry?
A: C4H9NO


Q: Which value of total energy does entry 4 give?
A: -3772.62073 a.u.


Q: What is the formula in the fourth record?
A: C8H23BrO4Si2


Q: What is the formula in the fourth record?
A: C8H23BrO4Si2